(1)
Entry from the Open Molecules 2025 dataset: C24H20Cl2InN9O5S as an isolated structure at a distorted geometry (ωB97M-V/def2-TZVPD).

Geometry as XYZ:
```
62
C24H20Cl2InN9O5S ωB97M-V/def2-TZVPD
In -0.9725 0.6682 0.2074
Cl 2.8684 -4.2154 -2.9286
C 2.1765 -2.6696 -2.6955
C 1.0852 -2.6371 -1.8519
C 0.4942 -1.4295 -1.4570
N -0.4680 -1.3135 -0.4832
C -1.4503 -2.2386 -0.2944
O -1.3406 -3.4758 -0.4217
C -2.8197 -1.7404 -0.0400
C -3.8523 -2.7180 -0.0034
C -5.1699 -2.2974 -0.0237
C -5.4680 -0.9181 -0.0701
C -4.3889 -0.0128 -0.0838
N -3.0905 -0.3853 -0.1044
C 1.0116 -0.2192 -2.0036
C 2.1572 -0.2439 -2.8337
C 2.7212 -1.4689 -3.1921
Cl 4.0994 -1.3754 -4.1904
N 0.3500 0.9153 -1.7155
C 0.4275 2.0941 -2.3504
O 1.3179 2.3383 -3.1858
C -0.6129 3.1493 -2.0294
C -0.8690 4.0763 -3.0389
C -1.7086 5.1244 -2.7367
C -2.3435 5.1620 -1.4801
C -2.1279 4.0866 -0.6206
N -1.2751 3.0792 -0.8816
H 0.5710 -3.5243 -1.5260
H -3.5910 -3.7845 -0.0816
H -5.9715 -3.0209 0.0102
H -6.5347 -0.6233 -0.0846
H -4.5380 1.0698 -0.0806
H 2.5000 0.7494 -3.1887
H -0.2712 4.0434 -3.9734
H -1.9190 5.8548 -3.4857
H -2.9703 5.9918 -1.1303
H -2.6455 4.0736 0.3336
N 0.5759 -3.8803 3.3608
N 1.1812 -4.5767 2.3148
C 2.4958 -4.4627 1.9598
N 2.9200 -5.4540 1.1205
S 3.5591 -3.3195 2.5910
H 1.2572 -3.1742 3.6995
H 0.3717 -4.5459 4.1540
H 0.5272 -4.7365 1.5399
H 2.2408 -5.9444 0.5197
H 3.8214 -5.2653 0.7155
O -1.7761 1.2468 2.1371
N -1.7690 0.2375 2.9977
O -1.3871 -0.8295 2.5467
O 1.0747 0.6593 0.9739
N 1.7775 1.6592 1.5562
C 3.1812 1.6405 1.4340
C 3.9395 2.7049 1.8483
C 3.3540 3.8813 2.3828
C 1.9256 3.8483 2.6560
C 1.2323 2.7011 2.3196
H 3.6092 0.7426 1.0198
H 5.0080 2.6089 1.7752
H 3.9394 4.7562 2.5935
H 1.4127 4.7097 3.0445
H 0.1464 2.6279 2.4554
```

* HOMO level (alpha / beta): -1.489 / -4.051 eV
* ⟨S²⟩: 0.7636
* LUMO energy (alpha / beta): 1.2 / 1.2 eV
* orbital gap (alpha / beta): 0.09845 / 0.19261 hartree
* energy above the lowest of the compared OMol25 structures with the same formula, charge and spin: 0.2 kcal per mole
* net charge: -1
* spin multiplicity: 2

Table of Mulliken atomic charges, one value per atom, all in e: In 1.405; Cl -0.261; C 0.259; C -0.813; C -0.003; N 0.216; C 0.268; O -0.877; C 0.688; C -0.858; C -0.165; C -0.951; C -0.158; N -0.298; C -0.287; C -0.750; C 0.255; Cl -0.263; N -0.198; C 0.553; O -0.813; C 0.385; C -0.906; C -0.252; C -0.776; C -0.356; N 0.097; H 0.681; H 0.325; H 0.379; H 0.289; H 0.359; H 0.574; H 0.394; H 0.440; H 0.349; H 0.522; N -0.588; N -0.101; C 0.375; N -0.442; S -0.476; H 0.225; H 0.227; H 0.321; H 0.234; H 0.231; O -0.432; N 0.119; O -0.245; O -0.120; N 0.069; C -0.308; C -0.559; C -0.247; C -0.809; C -0.054; H 0.463; H 0.380; H 0.418; H 0.418; H 0.450

(2)
Entry from the Open Molecules 2025 dataset: a 5-piece molecular cluster, C17H27NO10 overall at a distorted geometry (ωB97M-V/def2-TZVPD).

Geometry as XYZ:
```
55
C17H27NO10 ωB97M-V/def2-TZVPD
C 1.4035 -22.1465 -16.3286
N 0.7627 -21.8363 -14.9931
O -0.0349 -20.8503 -14.8653
O 0.9163 -22.6041 -13.9950
H 1.1546 -21.3418 -17.0204
H 0.9334 -22.9952 -16.8255
H 2.4669 -22.3733 -16.2534
O 3.9568 -23.4503 -14.8002
C 4.2127 -22.7724 -13.8036
O 4.4422 -21.4463 -13.9270
C 4.5987 -20.8257 -12.5985
C 3.8206 -21.8134 -11.6784
C 4.2550 -23.1305 -12.3650
H 4.2947 -19.7794 -12.6293
H 5.6454 -20.7478 -12.3045
H 2.7797 -21.5082 -11.5707
H 4.0431 -21.9358 -10.6183
H 3.5223 -23.9056 -12.1401
H 5.2227 -23.2749 -11.8845
O 3.2620 -15.1640 -16.6218
C 3.4770 -16.3615 -16.3826
O 2.8897 -17.1085 -15.3929
C 3.1651 -18.4784 -15.4982
C 3.5420 -18.7096 -16.8814
C 4.1547 -17.3642 -17.2180
H 2.4528 -19.1773 -15.0597
H 4.0672 -18.4884 -14.8865
H 2.6525 -19.0822 -17.3894
H 4.3280 -19.4178 -17.1433
H 3.9709 -17.0677 -18.2507
H 5.2332 -17.4072 -17.0663
O 7.2740 -18.1232 -14.1972
C 6.6458 -17.7513 -13.2647
O 5.4453 -17.2222 -13.4599
C 4.7503 -16.8780 -12.2038
C 5.8220 -17.0027 -11.1286
C 7.1182 -17.5387 -11.7605
H 3.9277 -17.5803 -12.0692
H 4.3141 -15.8794 -12.1787
H 5.5867 -17.7616 -10.3824
H 5.9495 -15.9954 -10.7321
H 7.5719 -18.3558 -11.1996
H 7.7913 -16.6964 -11.9200
O 5.0138 -28.9746 -13.0389
C 4.2903 -28.2659 -13.7534
O 4.6097 -28.0928 -14.9737
C 3.7461 -27.2313 -15.6918
C 2.7861 -26.6759 -14.6992
C 3.1223 -27.4509 -13.3866
H 3.3344 -27.9098 -16.4390
H 4.2721 -26.5042 -16.3104
H 1.7839 -26.9425 -15.0351
H 2.8107 -25.5892 -14.6183
H 2.2116 -28.0412 -13.2847
H 3.3128 -26.9093 -12.4601
```

* HOMO level (alpha / beta): -11.481 / -11.481 eV
* ⟨S²⟩: 0.7551
* LUMO energy (alpha / beta): -4.4 / -9.5 eV
* orbital gap (alpha / beta): 0.25872 / 0.07271 hartree
* energy above the lowest of the compared OMol25 structures with the same formula, charge and spin: 18.8 kcal per mole
* net charge: +1
* spin multiplicity: 2

Table of Mulliken atomic charges, one value per atom, all in e: C -0.731; N 0.845; O -0.471; O -0.550; H 0.337; H 0.301; H 0.272; O -0.660; C 0.517; O -0.228; C 0.425; C -0.779; C -0.356; H -0.408; H 0.174; H 0.352; H 0.370; H 0.221; H 0.339; O -0.621; C 0.542; O -0.413; C 0.563; C -0.499; C -0.549; H 0.198; H -0.422; H 0.344; H 0.216; H 0.347; H 0.282; O -0.574; C 0.386; O -0.266; C -0.312; C -0.551; C -0.433; H 0.177; H 0.442; H 0.236; H 0.302; H 0.335; H 0.292; O -0.137; C 0.728; O -0.270; C -0.484; C 0.094; C -0.406; H 0.290; H 0.344; H 0.346; H -0.150; H 0.302; H 0.351

(3)
Entry from the Open Molecules 2025 dataset: C8H22AlN2O3Si as an isolated structure (ωB97M-V/def2-TZVPD).

Geometry as XYZ:
```
37
C8H22AlN2O3Si ωB97M-V/def2-TZVPD
C -0.9227 1.5016 0.4970
Si -0.8493 1.5146 -1.3714
C -2.3912 2.3168 -2.0914
C 0.6828 2.4308 -1.9322
C -0.6975 -0.3105 -1.8470
N -1.8747 -1.0375 -1.3388
C -0.5643 -0.6118 -3.3526
O 0.0599 -1.8575 -3.5265
Al 1.0766 -2.2099 -2.1116
O 0.5102 -0.7465 -1.2255
H -1.9398 1.3631 0.8737
H -0.5049 2.3890 0.9731
H -0.3150 0.6524 0.8074
H -3.2546 1.6814 -1.8820
H -2.5765 3.3077 -1.6697
H -2.3048 2.4188 -3.1763
H 0.7790 3.3956 -1.4281
H 0.7063 2.5982 -3.0102
H 1.5407 1.8095 -1.6656
H -1.7434 -2.0290 -1.5384
H -1.8782 -0.9585 -0.3258
H 0.0352 0.1832 -3.8291
H -1.5636 -0.6010 -3.8078
H 0.6149 -3.5975 -1.3926
H 2.6714 -2.1596 -2.3930
C 0.8266 0.4487 3.8450
O 0.9998 1.3888 3.0981
N 1.1879 -0.8174 3.5408
C 0.9546 -1.9217 4.4366
C 1.8106 -1.0615 2.2429
H 0.3341 0.5378 4.8304
H 1.8902 -2.4117 4.7192
H 0.3018 -2.6713 3.9829
H 0.4742 -1.5522 5.3427
H 2.7373 -0.4951 2.1488
H 1.1604 -0.7634 1.4203
H 2.0257 -2.1245 2.1564
```

* HOMO level: -4.778 eV
* LUMO energy: 2.8 eV
* orbital gap: 0.27808 hartree
* net charge: -1

Table of Mulliken atomic charges, one value per atom, all in e: C -0.361; Si 0.321; C -1.181; C -1.184; C 1.079; N -0.893; C -0.639; O -0.554; Al 0.555; O -0.715; H 0.303; H 0.365; H -0.431; H 0.340; H 0.330; H 0.290; H 0.382; H 0.304; H 0.324; H 0.315; H 0.275; H 0.223; H 0.334; H -0.350; H -0.409; C 0.106; O -0.558; N 0.155; C -0.937; C -0.724; H 0.274; H 0.319; H 0.340; H 0.291; H 0.263; H 0.045; H 0.400

(4)
Entry from the Open Molecules 2025 dataset: one molecule with the formula C17H19N5O3 at a distorted geometry (ωB97M-V/def2-TZVPD).

Geometry as XYZ:
```
44
C17H19N5O3 ωB97M-V/def2-TZVPD
N -0.3078 -2.9629 -0.7015
C 0.7334 -2.2610 0.0140
C 1.6287 -1.6525 -0.9723
C 2.8552 -0.9390 -0.3122
C 4.0880 -1.3565 -0.1428
N 4.8700 -0.2444 0.3125
C 4.2209 0.7991 0.2563
C 4.6609 2.0773 0.3423
C 3.7786 3.0731 0.1157
C 2.4419 2.7453 -0.3557
C 1.9560 1.4147 -0.2397
C 2.8728 0.3841 -0.0163
C 0.4440 -1.2453 1.0464
O 1.5240 -1.1972 1.7665
N -0.6762 -0.5225 1.2742
C -1.8241 -0.3751 0.4305
C -2.8035 0.2175 1.3619
C -4.1063 0.5009 0.6267
C -4.4954 1.6858 -0.1443
N -5.8972 1.4332 -0.4621
C -6.2041 0.2520 0.1507
N -5.2361 -0.4191 0.8674
C -1.5433 0.1904 -0.8465
O -1.2119 1.3052 -1.1365
O -1.4761 -0.6763 -1.8838
H -0.1378 -3.2526 -1.8612
H -0.6321 -3.8686 -0.1982
H 1.5431 -2.9198 0.7109
H 2.1556 -2.4771 -1.4606
H 0.8687 -1.2020 -1.6721
H 4.5079 -2.3184 -0.4550
H 5.7465 -0.4705 0.4506
H 5.7153 2.3759 0.4959
H 4.3484 4.1844 -0.0631
H 1.8196 3.6901 -0.5330
H 0.7676 1.0679 -0.4224
H -0.2722 0.3814 1.8281
H -2.3085 -1.4609 0.3099
H -3.1024 -0.2579 2.2470
H -2.4319 1.2590 1.6052
H -3.9861 2.7652 -0.1601
H -6.5697 2.3790 -0.6176
H -7.0907 -0.5018 -0.0662
H -1.2336 -1.5999 -1.4894
```

* HOMO level: -7.537 eV
* LUMO energy: 0.5 eV
* orbital gap: 0.29638 hartree
* energy above the lowest of the compared OMol25 structures with the same formula, charge and spin: 217.7 kcal per mole
* net charge: 0

Table of Mulliken atomic charges, one value per atom, all in e: N -0.530; C 0.295; C -0.809; C 0.531; C -0.949; N 0.139; C -0.445; C -0.695; C -0.333; C -0.762; C 0.296; C 0.834; C -0.238; O -0.690; N 0.012; C 0.589; C -0.626; C 0.385; C -0.540; N -0.203; C -0.229; N -0.644; C 0.000; O -0.563; O -0.590; H 0.345; H 0.254; H 0.454; H 0.420; H 0.470; H 0.367; H -0.100; H 0.303; H 0.157; H 0.298; H -0.172; H 0.451; H 0.262; H 0.510; H 0.356; H 0.288; H 0.348; H 0.314; H 0.438

(5)
Entry from the Open Molecules 2025 dataset: C28H24N2O2PS2Ta as an isolated structure at a distorted geometry (ωB97M-V/def2-TZVPD).

Geometry as XYZ:
```
60
C28H24N2O2PS2Ta ωB97M-V/def2-TZVPD
Ta -1.2594 0.0969 -0.2895
O -2.4466 -0.1739 1.1609
C -2.5510 -1.1563 2.0984
C -2.8865 -0.8439 3.3998
C -2.9904 -1.8746 4.3208
C -2.7903 -3.2067 3.9502
C -2.4879 -3.5102 2.6426
C -2.3419 -2.4824 1.6967
C -2.1219 -2.8103 0.3221
N -1.7959 -1.9900 -0.6316
C -1.9580 -2.4999 -2.0158
C -1.5090 -1.4348 -2.9963
N -1.8409 -0.1191 -2.4239
C -2.3348 0.7955 -3.1912
C -2.6701 2.1429 -2.8144
C -3.3307 2.9634 -3.7367
C -3.7056 4.2446 -3.3845
C -3.4181 4.7165 -2.1066
C -2.7543 3.9250 -1.1760
C -2.3875 2.6528 -1.5456
O -1.7199 1.8505 -0.6606
H -3.0644 0.1865 3.6748
H -3.2431 -1.6387 5.3463
H -2.8883 -3.9936 4.6842
H -2.3544 -4.5394 2.3323
H -2.2978 -3.8492 0.0406
H -1.3885 -3.4192 -2.1525
H -3.0154 -2.7207 -2.1623
H -0.4313 -1.4773 -3.1467
H -1.9929 -1.5746 -3.9629
H -2.5370 0.5255 -4.2279
H -3.5495 2.5795 -4.7257
H -4.2190 4.8762 -4.0951
H -3.7118 5.7197 -1.8272
H -2.5158 4.2902 -0.1868
S 0.9835 0.0631 -1.4571
P 1.9243 0.0721 0.3547
S 0.3200 -0.0186 1.6262
C 2.8693 1.5481 0.6328
C 4.2351 1.5316 0.3371
C 4.9781 2.6915 0.4850
C 4.3645 3.8550 0.9283
C 3.0067 3.8704 1.2240
C 2.2530 2.7196 1.0755
C 2.9906 -1.3378 0.5466
C 3.3233 -2.1522 -0.5320
C 4.2065 -3.2061 -0.3419
C 4.7422 -3.4434 0.9149
C 4.4071 -2.6293 1.9923
C 3.5349 -1.5711 1.8127
H 4.7168 0.6222 0.0007
H 6.0359 2.6853 0.2604
H 4.9500 4.7567 1.0505
H 2.5394 4.7795 1.5772
H 1.1968 2.7297 1.3138
H 2.9064 -1.9650 -1.5131
H 4.4782 -3.8387 -1.1760
H 5.4298 -4.2664 1.0588
H 4.8315 -2.8184 2.9689
H 3.2857 -0.9286 2.6500
```

* HOMO level: -14.429 eV
* LUMO energy: -6.9 eV
* orbital gap: 0.27625 hartree
* net charge: +2

Table of Mulliken atomic charges, one value per atom, all in e: Ta 1.083; O -0.817; C 0.446; C -0.489; C -0.444; C -0.792; C -0.804; C 0.664; C 0.129; N -0.243; C -0.760; C -0.851; N -0.071; C 0.273; C 0.350; C -0.870; C -0.793; C -0.443; C -0.664; C 0.648; O 0.028; H 0.486; H 0.438; H 0.444; H 0.440; H 0.531; H 0.497; H 0.435; H 0.170; H 0.561; H 0.373; H 0.413; H 0.432; H 0.428; H 0.500; S -0.616; P 1.482; S -0.441; C 0.572; C -0.406; C -0.745; C -0.436; C -0.753; C -0.388; C 0.506; C -0.352; C -0.720; C -0.431; C -0.742; C -0.218; H 0.416; H 0.417; H 0.411; H 0.418; H 0.320; H 0.316; H 0.436; H 0.418; H 0.426; H 0.384

Question: Look up the net charge of the third one.
Answer: -1